[1]
Molecular formula: C5H13N2O
Method: DFT, ωB97M-V/def2-TZVPD

XYZ file:
```
21
Properties=species:S:1:pos:R:3:forces:R:3:mulliken_charge:R:1
C -0.204 0.880 3.242 -0.1 -0.1 -0.4 -0.872
N 0.517 0.894 1.979 -0.2 -0.4 0.0 -0.341
C -0.332 1.207 0.824 1.1 -0.2 -0.5 -0.861
C 0.081 0.450 -0.444 -0.3 -0.2 0.0 0.134
N -0.771 0.950 -1.527 0.0 0.0 -0.5 -0.889
C -0.038 -1.073 -0.295 0.6 0.2 -0.8 -0.562
C 0.605 -1.831 -1.516 -1.0 0.2 -0.3 -0.526
O 0.295 -1.312 -2.728 0.2 0.1 0.1 -0.917
H 0.311 0.235 3.956 0.2 0.4 0.2 0.353
H -1.210 0.437 3.144 0.0 0.2 0.0 0.321
H -0.295 1.913 3.595 -0.1 -0.3 0.3 0.244
H 0.909 -0.026 1.834 0.0 0.0 -0.1 0.289
H -0.199 2.256 0.575 -0.5 0.3 0.1 0.327
H -1.387 0.952 0.966 -0.2 0.2 0.4 0.309
H 1.111 0.703 -0.745 -0.1 -0.1 0.3 0.360
H -0.484 0.360 -2.329 0.1 0.0 0.1 0.412
H -1.729 0.635 -1.370 0.1 0.0 0.2 0.291
H -1.105 -1.328 -0.277 0.0 0.0 0.3 0.254
H 0.497 -1.438 0.592 -0.3 -0.1 0.2 0.188
H 0.195 -2.871 -1.409 0.4 -0.1 0.2 0.262
H 1.698 -1.877 -1.307 0.2 -0.1 0.1 0.224
```
Forces are in eV/Å.

Summary:
- charge = -1
- relative energy (zero: lowest compared OMol25 entry of this formula, charge and spin) (eV) = 0.703
- HOMO-LUMO gap (eV) = 6.29
- HOMO (eV) = -2.66

[2]
Molecular formula: C5H13N2O
Method: DFT, ωB97M-V/def2-TZVPD

XYZ file:
```
21
Properties=species:S:1:pos:R:3:forces:R:3:mulliken_charge:R:1
C 0.431 0.511 -0.356 -0.4 0.9 2.6 -1.020
N -0.936 1.113 -0.095 0.1 1.2 0.5 -0.474
C -0.916 2.079 1.066 -4.3 1.5 -3.9 0.083
N -0.732 3.360 0.713 1.9 -1.7 0.7 -0.712
C 0.628 -0.866 0.289 -0.8 0.5 -1.7 -0.422
C -0.368 -1.812 -0.427 1.1 -0.4 -0.6 -0.612
C 0.465 -2.641 -1.502 -0.9 0.2 -0.9 -0.469
O 1.700 -2.959 -1.156 0.2 0.0 0.0 -0.849
H 1.044 1.225 0.232 0.9 -0.2 -1.1 0.556
H 0.710 0.498 -1.404 -0.3 0.0 -0.1 0.433
H -1.026 1.930 -0.712 0.3 -0.7 -0.8 0.321
H 0.095 1.509 1.673 2.1 -0.6 2.9 -0.334
H -1.816 1.839 1.646 0.9 -0.5 1.4 0.386
H 0.394 1.634 2.471 -0.5 -0.6 -1.5 0.335
H 0.005 3.715 1.317 -0.8 1.2 0.3 0.206
H 1.659 -1.036 -0.066 -0.2 -1.1 0.7 0.345
H 0.533 -0.883 1.373 0.2 0.3 0.1 0.290
H -1.075 -1.172 -0.965 -0.3 -0.3 0.2 0.190
H -0.933 -2.529 0.175 0.2 0.3 0.5 0.407
H -0.193 -3.513 -1.808 0.0 0.0 0.4 0.249
H 0.331 -2.003 -2.461 0.5 -0.1 0.3 0.090
```
Forces are in eV/Å.

Summary:
- charge = -1
- relative energy (zero: lowest compared OMol25 entry of this formula, charge and spin) (eV) = 6.759
- HOMO-LUMO gap (eV) = 4.03
- HOMO (eV) = -2.32

[3]
Molecular formula: C5H13N2O
Method: DFT, ωB97M-V/def2-TZVPD

XYZ file:
```
21
Properties=species:S:1:pos:R:3:forces:R:3:lowdin_spin:R:1
C 2.041 1.050 0.786 -1.2 -1.8 0.1 0.015
C 0.689 0.256 0.587 -1.6 1.8 -0.4 0.015
C -0.024 0.585 -0.797 -0.8 0.7 2.3 0.063
C 0.153 -0.477 -1.767 1.7 -0.4 -1.9 0.008
N -0.541 -1.684 -1.478 0.1 0.5 -2.2 0.004
N -0.219 0.866 1.640 -2.1 -1.9 -1.3 0.158
C -1.654 -0.246 1.326 -1.7 -3.6 -0.2 -0.009
O -2.531 -0.205 0.168 2.0 0.4 2.4 0.705
H 1.762 2.079 0.646 0.2 0.6 0.1 0.001
H 2.484 0.862 1.799 -0.4 0.2 -1.1 0.000
H 2.679 0.722 -0.037 0.4 0.2 0.3 0.001
H 0.729 -0.868 0.632 0.5 1.0 0.5 0.004
H 0.264 1.554 -1.173 0.1 0.4 0.0 0.003
H -1.150 0.617 -0.577 1.1 0.4 -0.6 0.017
H -0.001 -0.156 -2.811 -0.2 0.1 0.3 0.000
H 1.222 -0.677 -1.680 0.4 -0.3 -0.6 0.004
H 0.067 -2.338 -1.131 1.3 -2.0 1.0 0.000
H -1.297 -1.542 -0.900 -2.1 0.2 1.4 -0.001
H -1.292 0.952 1.179 2.6 2.8 0.1 -0.008
H -1.108 -1.209 1.370 -0.3 0.6 -0.1 -0.005
H -2.275 -0.139 2.221 0.0 0.3 -0.1 0.024
```
Forces are in eV/Å.

Summary:
- multiplicity = 2
- relative energy (zero: lowest compared OMol25 entry of this formula, charge and spin) (eV) = 6.000
- HOMO-LUMO gap (spin up / spin down) (eV) = 10.11 / 6.41
- expectation value of S² = 0.775
- HOMO (spin up / spin down) (eV) = -9.11 / -8.98

[4]
Molecular formula: C5H13N2O
Method: DFT, ωB97M-V/def2-TZVPD

XYZ file:
```
21
Properties=species:S:1:pos:R:3:forces:R:3:mulliken_charge:R:1
C -0.506 -1.397 -0.590 0.0 -0.1 0.4 -0.714
C -1.181 -0.169 0.012 0.1 -0.1 -0.8 -0.661
C -0.276 0.586 0.939 -0.1 0.4 0.8 0.579
C -0.197 1.907 1.026 0.1 -0.2 -0.1 -1.047
C 0.132 -0.367 3.014 0.5 0.1 -0.1 -0.310
N 0.460 -0.280 1.797 -0.5 -0.5 -0.5 -0.367
N 0.893 -1.092 -1.046 -0.7 1.0 0.4 -0.133
H -0.406 -2.161 0.172 0.0 -0.1 0.0 0.425
H -1.057 -1.806 -1.429 0.0 0.0 -0.1 0.396
H -2.066 -0.535 0.529 0.0 0.0 0.3 0.297
H -1.568 0.483 -0.773 0.2 0.1 0.0 0.405
H -0.716 2.550 0.330 -0.1 0.1 0.1 0.310
H 0.391 2.336 1.821 0.2 0.3 -0.1 0.321
H -0.550 0.345 3.482 -0.3 -0.2 0.0 0.281
H 0.595 -1.158 3.592 0.1 0.2 0.3 0.271
H 1.334 -1.954 -1.355 0.4 0.3 -0.2 0.370
H 0.880 -0.307 -1.737 0.1 -0.8 -0.6 0.225
H 1.386 -0.663 -0.256 0.2 -0.6 0.4 0.397
H 0.877 1.032 -3.935 0.0 -0.3 0.0 0.316
H 0.763 1.774 -2.611 0.0 -0.4 -0.1 0.298
O 0.810 0.876 -2.984 -0.1 0.8 0.2 -0.656
```
Forces are in eV/Å.

Summary:
- charge = +1
- relative energy (zero: lowest compared OMol25 entry of this formula, charge and spin) (eV) = 1.682
- HOMO-LUMO gap (eV) = 10.18
- HOMO (eV) = -13.07

[5]
Molecular formula: C5H13N2O
Method: DFT, ωB97M-V/def2-TZVPD

XYZ file:
```
21
Properties=species:S:1:pos:R:3:forces:R:3:mulliken_charge:R:1
C 1.569 0.509 1.361 0.5 -1.7 -6.5 -0.874
N 0.241 -0.038 0.807 0.9 1.8 -1.3 -0.092
C -0.804 0.982 0.988 1.3 1.3 1.6 -0.451
C -1.958 0.585 0.148 1.2 3.2 -2.9 -0.559
O -1.216 0.307 -1.054 1.7 -0.4 -0.4 -0.396
C -0.066 -0.455 -0.758 -1.1 -1.9 0.0 0.865
C 1.091 -0.277 -1.765 -3.1 2.7 1.6 -1.693
N -0.382 -1.842 -0.561 0.5 -0.7 -0.2 -0.560
H 1.875 1.203 0.531 0.4 -0.7 0.9 0.366
H 1.347 1.084 2.131 -0.8 2.2 4.0 0.386
H 2.274 -0.312 1.502 -0.2 0.3 0.1 0.347
H 0.085 -0.785 1.421 -0.8 -2.0 0.4 0.362
H -0.327 1.874 0.598 -0.4 0.4 -0.3 0.423
H -0.775 1.137 2.056 -1.3 0.1 0.5 0.451
H -2.457 -0.248 0.432 -1.9 -2.5 1.2 0.324
H -2.611 1.394 -0.285 0.3 -0.7 1.5 0.288
H 1.151 0.808 -1.972 1.2 -0.3 0.9 0.398
H 0.785 -0.536 -2.724 -0.9 -1.4 -1.6 0.476
H 1.831 -0.893 -1.402 2.4 -0.6 0.4 0.469
H -0.417 -2.433 -1.383 0.4 0.4 -0.3 0.266
H -1.236 -2.064 -0.072 -0.2 0.5 0.3 0.205
```
Forces are in eV/Å.

Summary:
- charge = +1
- relative energy (zero: lowest compared OMol25 entry of this formula, charge and spin) (eV) = 2.834
- HOMO-LUMO gap (eV) = 11.34
- HOMO (eV) = -14.16

[6]
Molecular formula: C5H13N2O
Method: DFT, ωB97M-V/def2-TZVPD

XYZ file:
```
21
Properties=species:S:1:pos:R:3:forces:R:3:mulliken_charge:R:1
C -1.519 -1.027 2.257 -0.2 -1.5 -0.5 -0.917
N -0.836 -0.514 1.021 -2.1 1.5 -0.5 -0.176
C 0.315 0.415 1.248 0.6 0.6 -2.4 -0.605
C 1.437 0.180 0.242 3.3 -1.6 -0.7 -0.762
N 1.073 -0.327 -1.092 -0.2 0.0 -0.2 -0.417
C 0.741 0.672 -2.161 0.4 -0.2 1.7 -0.538
C -0.753 0.647 -2.468 1.1 -0.4 -1.1 -0.001
O -1.587 0.379 -1.653 -0.3 0.1 0.6 -0.474
H -2.541 -1.445 2.056 0.9 0.9 -0.2 0.339
H -0.961 -1.911 2.563 0.2 0.3 0.4 0.386
H -1.533 -0.250 3.006 -0.1 0.1 0.1 0.386
H -0.715 -1.230 0.292 0.7 0.1 0.2 0.383
H -1.488 0.137 0.555 -0.1 -0.7 -0.2 0.380
H 0.043 1.455 1.007 -0.8 -0.5 0.9 0.262
H 0.615 0.257 2.238 0.7 0.2 1.4 0.498
H 2.174 0.978 0.038 -1.1 1.0 0.8 0.482
H 2.232 -0.506 0.672 -1.4 -0.1 -0.3 0.414
H 1.866 -0.857 -1.464 -0.6 0.1 0.5 0.285
H 1.421 0.440 -2.973 -0.5 0.1 -0.7 0.438
H 1.019 1.702 -1.851 -0.2 -0.3 -0.1 0.298
H -1.003 0.805 -3.531 -0.3 0.3 0.1 0.338
```
Forces are in eV/Å.

Summary:
- charge = +1
- relative energy (zero: lowest compared OMol25 entry of this formula, charge and spin) (eV) = 2.362
- HOMO-LUMO gap (eV) = 10.61
- HOMO (eV) = -13.43

[7]
Molecular formula: C5H13N2OP
Method: DFT, ωB97M-V/def2-TZVPD

XYZ file:
```
22
Properties=species:S:1:pos:R:3:forces:R:3:mulliken_charge:R:1
C -3.096 0.596 0.742 -1.5 -0.6 -2.1 -0.528
C -2.717 1.883 -0.035 -1.2 1.5 3.1 -0.543
C -1.863 -0.265 0.525 1.5 -0.2 1.8 -0.655
C 4.590 -1.135 0.350 1.3 -0.3 0.2 -0.530
C 2.255 -1.577 0.194 0.8 0.0 -0.4 -0.436
N -2.192 1.491 -1.266 2.6 -1.4 -3.7 0.761
N -2.253 2.246 -2.354 0.2 0.5 0.3 -1.007
O 3.301 -0.771 0.727 -1.1 0.3 -0.4 -0.347
P -1.355 0.004 -1.240 -0.3 -0.2 0.4 -0.107
H -3.380 0.758 1.781 0.2 0.1 -0.1 0.343
H -4.019 0.074 0.195 1.8 1.2 1.1 0.258
H -3.552 2.543 -0.198 -0.5 0.3 -0.1 0.384
H -1.996 2.501 0.615 -0.5 -0.9 -1.1 0.220
H -1.018 0.113 1.228 -1.2 -0.5 -1.1 0.233
H -2.005 -1.319 0.836 0.0 0.4 -0.5 0.410
H 4.582 -2.277 0.266 0.8 1.5 -0.1 0.294
H 5.173 -0.771 1.215 0.3 -0.7 -0.4 0.176
H 5.110 -0.600 -0.540 -1.5 -1.0 0.8 0.204
H 2.683 -2.550 -0.098 -0.3 -0.1 0.3 0.312
H 1.885 -1.155 -0.754 -0.3 0.1 0.4 0.159
H 1.493 -1.699 0.979 0.1 0.1 -0.5 0.156
H -1.625 1.910 -3.167 -1.1 -0.2 2.0 0.244
```
Forces are in eV/Å.

Summary:
- relative energy (zero: lowest compared OMol25 entry of this formula, charge and spin) (eV) = 4.805
- HOMO-LUMO gap (spin up / spin down) (eV) = 7.83 / 7.61
- HOMO (spin up / spin down) (eV) = -7.45 / -7.79

[8]
Molecular formula: C5H13N2OS4
Method: DFT, ωB97M-V/def2-TZVPD

XYZ file:
```
25
Properties=species:S:1:pos:R:3:forces:R:3:lowdin_spin:R:1
C -0.072 -0.336 0.381 1.8 -0.5 -0.5 0.516
C -0.592 -3.095 2.973 1.3 -3.2 -2.9 0.003
C -1.643 3.037 0.970 0.4 -3.0 0.7 0.036
C -0.616 0.773 -3.241 0.4 1.1 1.3 0.031
C 3.432 -0.150 -0.804 -0.7 0.7 -2.4 0.001
N -0.603 -1.347 0.951 -0.4 -0.9 0.4 0.070
N -1.395 1.087 -0.673 -0.8 -2.8 -0.2 0.586
O 0.965 -0.576 -0.365 -0.8 -0.7 0.8 0.108
S -0.018 -3.022 1.177 -0.5 1.3 1.1 0.061
S -0.963 2.589 -0.713 -0.1 2.9 1.0 0.322
S -1.558 0.005 -1.926 -0.4 0.2 -0.2 0.222
S 1.897 0.660 -0.958 -0.1 2.2 -0.8 0.017
H -0.144 -2.388 3.572 0.4 1.9 1.1 0.001
H -0.100 -4.051 3.247 -0.4 0.3 0.0 0.001
H -1.636 -3.280 2.915 -0.9 0.4 0.6 0.000
H -2.727 2.827 0.922 0.6 0.0 0.0 0.004
H -1.510 4.015 1.358 0.6 1.1 -0.3 0.000
H -1.124 2.296 1.706 -1.1 1.3 -1.3 0.005
H -0.094 1.568 -2.655 0.1 -0.6 -1.2 -0.001
H -1.212 1.226 -3.989 -0.8 0.4 -0.7 0.005
H 0.072 0.099 -3.703 0.5 -0.5 0.0 0.006
H 3.474 -0.411 0.170 1.0 -1.2 3.0 0.000
H 4.178 0.535 -1.129 0.7 1.0 0.2 0.000
H 3.479 -0.904 -1.537 0.1 -1.5 -0.4 0.000
H -1.489 -1.157 1.349 -1.0 0.0 0.6 0.006
```
Forces are in eV/Å.

Summary:
- charge = +1
- multiplicity = 3
- HOMO-LUMO gap (spin up / spin down) (eV) = 8.06 / 6.41
- expectation value of S² = 2.014
- HOMO (spin up / spin down) (eV) = -10.81 / -12.32

[9]
Molecular formula: C5H13N2S
Method: DFT, ωB97M-V/def2-TZVPD

XYZ file:
```
21
Properties=species:S:1:pos:R:3:forces:R:3:mulliken_charge:R:1
C 1.649 0.570 1.531 -2.4 2.2 -2.7 -1.478
C 1.121 -0.286 0.346 -0.4 1.3 0.5 0.425
C 1.791 -1.638 0.197 0.8 -1.1 -0.5 -0.908
S 3.506 -1.687 -0.559 -0.4 0.5 0.7 -0.689
N -0.357 -0.454 0.367 -2.4 1.8 0.2 -0.255
C -1.207 0.832 0.197 -0.1 -0.4 -0.9 -0.563
C -1.694 0.918 -1.350 4.3 -2.1 1.2 -0.367
N -2.496 -0.163 -1.788 -0.7 -0.2 -0.8 -0.489
H 1.598 0.148 2.448 -0.5 -1.5 3.0 0.398
H 2.607 0.890 1.381 3.0 0.1 -0.7 0.481
H 1.181 1.619 1.543 -0.2 -1.5 0.2 0.269
H 1.327 0.417 -0.484 -0.1 -0.9 -0.3 0.080
H 1.286 -2.324 -0.514 -0.5 0.8 0.6 0.241
H 1.754 -2.132 1.199 0.2 0.2 -0.5 0.217
H -0.805 -0.887 1.191 1.3 0.0 -0.4 0.237
H -0.586 1.766 0.287 -0.5 -0.8 0.6 0.181
H -2.085 0.801 0.973 1.5 0.2 -1.5 0.343
H -2.146 1.853 -1.644 0.1 0.3 0.1 0.411
H -0.594 0.748 -1.870 -2.5 1.0 0.9 0.111
H -2.435 -1.102 -1.442 0.6 0.2 0.4 0.192
H -3.415 0.111 -2.009 -1.1 0.0 -0.1 0.161
```
Forces are in eV/Å.

Summary:
- charge = -1
- relative energy (zero: lowest compared OMol25 entry of this formula, charge and spin) (eV) = 2.000
- HOMO-LUMO gap (eV) = 5.66
- HOMO (eV) = -2.20

[10]
Molecular formula: C5H13N2S
Method: DFT, ωB97M-V/def2-TZVPD

XYZ file:
```
21
Properties=species:S:1:pos:R:3:forces:R:3:mulliken_charge:R:1
C -0.227 0.188 -0.096 -2.6 -2.0 0.4 0.490
C 2.186 -0.267 -0.335 0.4 0.2 0.0 -1.157
C 0.570 -2.053 0.062 -0.2 -0.4 0.0 -1.044
C 0.642 2.537 0.005 0.3 0.2 -0.1 -1.047
C -2.419 -1.090 0.106 1.7 2.0 -0.4 -0.526
N 0.786 -0.622 -0.108 0.6 0.3 0.0 -0.009
N -0.359 1.478 -0.115 0.0 0.2 -0.1 -0.110
S -3.545 0.163 -0.071 -0.3 -0.1 -0.1 -0.098
H 2.728 -0.265 0.613 0.0 0.0 -0.1 0.350
H 2.636 -1.016 -0.990 -0.1 0.1 0.0 0.415
H 2.274 0.702 -0.815 0.0 0.0 0.0 0.421
H 1.504 -2.523 0.359 0.0 0.0 0.0 0.423
H -0.168 -2.247 0.836 0.1 0.0 0.0 0.351
H 0.234 -2.507 -0.872 0.1 0.0 0.0 0.312
H 0.172 3.409 0.456 0.0 -0.1 0.0 0.327
H 1.031 2.821 -0.974 0.0 0.0 0.1 0.339
H 1.459 2.216 0.647 -0.1 0.0 0.0 0.395
H -2.209 -1.657 -0.783 0.0 -0.2 -0.1 0.367
H -2.237 -1.513 1.072 0.1 -0.2 0.2 0.418
H -1.312 1.816 -0.220 -0.1 -0.3 0.1 0.178
H -3.746 0.429 1.224 0.0 0.0 0.1 0.206
```
Forces are in eV/Å.

Summary:
- charge = +1
- relative energy (zero: lowest compared OMol25 entry of this formula, charge and spin) (eV) = 2.750
- HOMO-LUMO gap (spin up / spin down) (eV) = 8.04 / 8.04
- HOMO (spin up / spin down) (eV) = -12.47 / -12.47

[11]
Molecular formula: C5H13N2S
Method: DFT, ωB97M-V/def2-TZVPD

XYZ file:
```
21
Properties=species:S:1:pos:R:3:forces:R:3:mulliken_charge:R:1
C 0.433 -1.598 0.255 0.4 0.4 -0.5 -1.041
C -0.610 0.637 -0.308 3.5 0.3 -0.3 -0.641
C -0.747 -0.853 -0.379 0.6 0.0 -0.1 0.006
C 1.662 0.709 -0.325 -3.3 -0.4 0.1 -0.053
C 2.018 1.297 0.997 0.2 0.1 0.0 -1.143
N -1.220 1.344 -1.343 -0.5 -0.1 -0.1 -0.550
N -2.025 -1.289 0.320 -0.2 0.0 0.0 -0.276
S 1.939 -1.018 -0.604 -0.3 -0.3 0.2 -0.104
H 0.509 -1.382 1.321 -0.1 0.0 0.1 0.416
H 0.371 -2.672 0.095 0.0 -0.1 0.1 0.471
H -0.746 1.080 0.669 -0.1 0.0 0.2 0.498
H -0.835 -1.151 -1.429 -0.1 -0.1 0.2 0.371
H 1.945 1.294 -1.191 -0.1 0.1 -0.1 0.441
H 1.561 2.279 1.109 0.0 0.1 0.1 0.322
H 3.100 1.425 1.062 0.1 0.0 0.1 0.356
H 1.705 0.666 1.826 0.0 0.0 0.1 0.291
H -1.135 2.348 -1.268 -0.1 0.0 0.0 0.284
H -0.955 1.037 -2.271 0.0 0.1 0.1 0.229
H -2.822 -0.758 -0.057 0.1 -0.1 0.1 0.369
H -1.950 -1.100 1.328 -0.1 0.0 -0.3 0.381
H -2.198 -2.295 0.194 0.0 0.3 0.0 0.373
```
Forces are in eV/Å.

Summary:
- charge = +1
- relative energy (zero: lowest compared OMol25 entry of this formula, charge and spin) (eV) = 1.745
- HOMO-LUMO gap (eV) = 7.59
- HOMO (eV) = -11.28